a.
Density functional theory data (ωB97M-V/def2-TZVPD) for C3H5NO3 in the gas phase.

HOMO = -10.2 eV
SMILES = C1=NOCOCO1
Net charge = 0
LUMO level = 0.9 eV

Each line ends with the Mulliken charge.
Cartesian coordinates (Å):
O1 0.35308 -1.42915 -0.55306  -0.34
O2 0.11723 1.44438 -0.40398  -0.22
O3 0.56967 0.03885 1.48236  -0.37
N1 -0.53063 0.72081 -1.41177  -0.36
C1 -0.15890 1.13194 0.94185  -0.31
C2 0.16151 -1.17753 0.89652  -0.42
C3 -0.44397 -0.55919 -1.38549  0.18
H1 -0.82151 -1.22272 -2.22514  0.37
H2 0.00213 1.91507 1.67493  0.29
H3 -0.75930 -1.32029 1.16500  0.58
H4 0.85902 -1.96626 1.34725  0.21
H5 -1.23767 0.74453 1.00047  0.38

***

b.
Density functional theory data (ωB97M-V/def2-TZVPD) for C3H5NO3 in the gas phase.

HOMO = -9.9 eV
SMILES = C[C@]1(C(=O)O)NO1
Net charge = 0
LUMO level = 0.6 eV

Each line ends with the Mulliken charge.
Cartesian coordinates (Å):
O1 -0.21378 1.89911 0.28829  -0.42
O2 1.03411 -1.09197 1.00702  -0.35
O3 1.67927 1.25912 -0.72074  -0.56
N1 1.02013 -1.47169 -0.35480  -0.58
C1 0.64440 0.99010 -0.17217  0.44
C2 -1.31224 -0.66197 0.12857  -1.27
C3 0.16988 -0.42943 0.07175  1.12
H1 1.87212 -1.13576 -0.81169  0.31
H2 0.12335 2.79517 0.12823  0.35
H3 -1.72858 -0.14643 0.99440  0.29
H4 -1.78596 -0.27563 -0.77480  0.30
H5 -1.50269 -1.73063 0.21593  0.37

***

c.
Density functional theory data (ωB97M-V/def2-TZVPD) for a molecular structure, C3H5NO3.

HOMO = -9.7 eV
Net charge = 0
LUMO level = -1.1 eV

Each line ends with the Mulliken charge.
Cartesian coordinates (Å):
O1 0.07323 -1.85718 1.46527  -0.53
O2 0.58775 0.97264 1.91520  -0.50
O3 -0.21988 1.40470 -0.99598  -0.53
N1 -1.04174 -1.21469 -0.40370  -0.36
C1 -0.31358 -1.01076 0.70816  0.55
C2 0.23984 0.47295 0.86581  0.24
C3 0.96338 0.87244 -0.52119  -0.35
H1 1.31135 0.02941 -1.11925  0.30
H2 -0.83634 1.33505 0.07975  0.39
H3 -1.17368 -0.47345 -1.07817  0.25
H4 1.71730 1.62722 -0.28290  0.30
H5 -1.30763 -2.15833 -0.63300  0.24

***

It is b that is most stable; the runner-up trails by 94.0 kJ/mol.

***

a.
Density functional theory data (ωB97M-V/def2-TZVPD) for C4H9NOS in the gas phase.

HOMO = -8.8 eV
SMILES = N[C@@H](C=O)CCS
Net charge = 0
LUMO level = 0.4 eV

Each line ends with the Mulliken charge.
Cartesian coordinates (Å):
S1 -1.98779 1.38423 -1.23741  -0.19
O1 1.16218 1.02315 -1.66916  -0.44
N1 1.63589 -0.52597 1.66860  -0.68
C1 0.76950 0.09387 0.53210  0.47
C2 -0.53931 -0.63343 -0.12681  -0.65
C3 1.69405 0.53323 -0.62648  -0.15
C4 -1.92404 -0.04995 -0.18933  -0.65
H1 1.44842 0.10408 2.47725  0.27
H2 -0.19988 -0.89654 -1.12860  0.29
H3 -1.97505 0.72989 -2.40961  0.12
H4 2.60724 -0.54876 1.51686  0.22
H5 0.21682 1.00827 1.02237  0.20
H6 2.67560 0.06644 -0.63630  0.26
H7 -0.55280 -1.63328 0.57282  0.28
H8 -2.68313 -0.95961 -0.56758  0.29
H9 -2.34770 0.30439 0.80130  0.34

***

b.
Density functional theory data (ωB97M-V/def2-TZVPD) for 3 unconnected molecules or ions with the total composition C4H9NOS.

HOMO = -8.1 eV
Net charge = 0
LUMO level = -3.7 eV

Each line ends with the Mulliken charge.
Cartesian coordinates (Å):
S1 0.88004 -1.43718 -2.05185  -0.49
O1 -0.76010 0.40443 2.33672  -0.42
N1 -1.28728 -2.29235 0.18114  -0.36
C1 1.18297 2.14036 -1.05363  -0.17
C2 -0.96594 -1.73474 1.36895  0.08
C3 0.72894 2.85873 -0.01823  -0.47
C4 -1.22371 -0.30491 1.48504  0.01
H1 -1.96867 0.03035 0.75450  0.34
H2 -0.44109 -2.36333 -0.46496  0.06
H3 0.54191 2.46499 0.96846  0.24
H4 1.84721 2.61878 -1.76400  0.24
H5 0.83882 1.15209 -1.33922  -0.06
H6 0.54441 3.92428 -0.18187  0.21
H7 2.06182 -1.74261 -2.60364  0.10
H8 -1.51833 -3.27524 0.36212  0.32
H9 -0.46099 -2.44365 2.02046  0.36

***

It is a that is most stable; the runner-up trails by 380.1 kJ/mol.

***

a.
Density functional theory data (ωB97M-V/def2-TZVPD) for 2 unconnected molecules or ions with the total composition C4H9NOS.

HOMO = -8.0 eV
Net charge = 0
LUMO level = -2.9 eV

Each line ends with the Mulliken charge.
Cartesian coordinates (Å):
S1 2.22709 0.03166 1.04110  -0.33
O1 -0.61676 0.89327 -2.32241  -0.42
N1 -0.86917 0.32920 1.24344  -0.35
C1 -0.83666 -1.14180 1.36585  -0.73
C2 1.10003 1.09875 -0.00412  -0.96
C3 -0.30285 0.71061 -0.02096  0.52
C4 -1.09824 0.70843 -1.22688  -0.10
H1 1.02149 2.13545 0.45871  0.36
H2 -0.12564 0.63379 1.88462  0.37
H3 -1.24869 -1.64000 0.47483  0.33
H4 1.46444 1.20133 -1.03884  0.39
H5 1.23187 -1.62784 -2.31320  0.08
H6 1.70911 -1.07788 -2.16564  -0.07
H7 0.16725 -1.51042 1.60110  0.23
H8 -1.61631 -1.39114 2.11075  0.28
H9 -2.20697 0.64660 -1.08835  0.39

***

b.
Density functional theory data (ωB97M-V/def2-TZVPD) for 2 unconnected molecules or ions with the total composition C4H9NOS.

HOMO = -8.2 eV
Net charge = 0
LUMO level = 0.3 eV

Each line ends with the Mulliken charge.
Cartesian coordinates (Å):
S1 1.51527 -0.32673 -1.76478  -0.05
O1 0.40260 -0.92931 1.10619  -0.60
N1 -0.73274 0.73660 -0.70020  -0.12
C1 -1.77249 1.41964 -1.31610  -0.85
C2 -0.47610 -0.25383 1.86460  -0.62
C3 0.20417 0.00597 -0.77621  0.45
C4 2.26023 -1.74399 -0.95859  -0.77
H1 2.72804 -1.50744 -0.02107  0.29
H2 1.44158 -2.57997 -0.81891  0.27
H3 -1.45665 2.42551 -1.26722  0.36
H4 -2.09504 0.91609 -2.28931  0.30
H5 -1.54638 -0.31772 1.44141  0.16
H6 2.99501 -1.98005 -1.70003  0.35
H7 -0.45352 -0.72726 2.89319  0.27
H8 -2.64635 1.31831 -0.81505  0.30
H9 -0.46208 0.85419 2.04307  0.25

***

It is b that is most stable; the runner-up trails by 53.6 kJ/mol.

***

a.
Density functional theory data (ωB97M-V/def2-TZVPD) for 2 unconnected molecules or ions with the total composition C4H9NOS.

HOMO = -8.2 eV
Net charge = 0
LUMO level = -3.4 eV

Each line ends with the Mulliken charge.
Cartesian coordinates (Å):
S1 -2.37527 0.48391 -1.21629  -0.33
O1 1.98653 1.58315 0.17624  -0.49
N1 0.31928 -1.46023 -0.73934  -0.39
C1 -0.52113 1.07462 -1.08097  -0.63
C2 0.48146 0.01768 -0.74590  0.16
C3 -0.59620 -1.84712 0.38939  -0.57
C4 1.72563 0.41116 -0.20764  0.11
H1 -0.66501 -2.94160 0.50212  0.27
H2 -0.19578 -1.74570 -1.61015  0.36
H3 -0.39813 1.64256 -1.96484  0.40
H4 2.51251 -0.41056 -0.24227  0.35
H5 0.04181 2.41144 2.64575  0.04
H6 -0.27685 1.76222 2.77550  -0.03
H7 -1.54679 -1.30868 0.14841  0.22
H8 -0.34592 1.79582 -0.26131  0.31
H9 -0.14614 -1.46866 1.43131  0.22

***

b.
Density functional theory data (ωB97M-V/def2-TZVPD) for 2 unconnected molecules or ions with the total composition C4H9NOS.

HOMO (alpha / beta) = -7.3 / -7.5 eV
Net charge = 0
LUMO level (alpha / beta) = 0.0 / 0.3 eV

Each line ends with the Mulliken charge.
Cartesian coordinates (Å):
S1 -0.62301 0.09396 1.16603  -0.21
O1 0.75553 -1.76210 -2.46351  -0.43
N1 -1.21140 -1.77550 -1.17952  -0.33
C1 -1.38295 1.75887 1.10884  -0.81
C2 0.73150 0.31531 0.15359  -0.56
C3 0.03580 -1.62415 -1.54631  0.46
C4 2.10055 0.05814 0.61194  -0.99
H1 -1.92293 1.89729 0.04401  0.23
H2 2.88917 0.76482 0.44904  0.33
H3 -0.73822 2.61699 1.28521  0.30
H4 -1.97598 -2.16824 -1.84763  0.25
H5 2.58688 -0.75236 0.00316  0.23
H6 2.03796 -0.27043 1.62208  0.32
H7 -2.26062 1.77296 1.73004  0.34
H8 -1.64138 -1.37794 -0.27636  0.16
H9 0.61910 0.45237 -0.86061  0.70

***

It is b that is most stable; the runner-up trails by 217.5 kJ/mol.

***

a.
Density functional theory data (ωB97M-V/def2-TZVPD) for C4H9NOS in the gas phase.

HOMO = -9.3 eV
SMILES = CNC(=O)CCS
Net charge = 0
LUMO level = 0.7 eV

Each line ends with the Mulliken charge.
Cartesian coordinates (Å):
S1 1.79895 1.11340 -0.94884  -0.23
O1 -0.54926 -1.42501 2.01555  -0.64
N1 -0.89159 -1.36795 -0.18922  -0.14
C1 1.28280 0.83349 0.79915  -0.56
C2 -1.08882 -0.80379 -1.51180  -0.82
C3 -0.24184 0.69165 0.95951  -0.64
C4 -0.61684 -0.76996 0.99026  0.37
H1 -0.92154 0.26956 -1.57714  0.30
H2 -0.35143 -1.23856 -2.20165  0.28
H3 -2.07464 -1.04381 -1.91548  0.27
H4 2.41969 2.26243 -0.66584  0.12
H5 1.72054 1.59349 1.42327  0.41
H6 1.73738 -0.11850 1.04854  0.32
H7 -0.85300 -2.37389 -0.17287  0.22
H8 -0.73225 1.18797 0.11501  0.35
H9 -0.63815 1.18947 1.83155  0.37

***

b.
Density functional theory data (ωB97M-V/def2-TZVPD) for 2 unconnected molecules or ions with the total composition C4H9NOS.

HOMO = -8.3 eV
Net charge = 0
LUMO level = -3.8 eV

Each line ends with the Mulliken charge.
Cartesian coordinates (Å):
S1 0.10773 0.42023 -2.59457  -0.44
O1 0.96512 -1.32270 1.75451  -0.41
N1 -1.14133 -1.12426 -0.12196  -0.43
C1 0.08270 0.97086 0.40225  -0.71
C2 -0.17710 -1.44339 1.33195  0.03
C3 0.78171 1.63172 1.58765  -1.26
C4 -0.88996 -0.12698 0.85709  0.38
H1 -0.48923 1.69933 -0.17024  0.37
H2 1.65680 2.18419 1.23271  0.34
H3 1.03831 0.90368 2.34442  0.33
H4 0.79710 0.35120 -0.16027  0.41
H5 0.14419 2.40674 2.05152  0.34
H6 -0.83068 -2.17079 1.79674  0.42
H7 -0.61941 -0.93045 -1.01361  0.13
H8 -0.64354 0.32350 -3.74567  0.12
H9 -1.79914 0.23808 1.35781  0.41

***

c.
Density functional theory data (ωB97M-V/def2-TZVPD) for C4H9NOS in the gas phase.

HOMO = -8.8 eV
SMILES = C=NSCOCC
Net charge = 0
LUMO level = 1.0 eV

Each line ends with the Mulliken charge.
Cartesian coordinates (Å):
S1 -2.03608 -1.12033 -0.12570  0.01
O1 0.53772 -0.75071 -0.68648  -0.29
N1 -2.29399 0.54674 -0.00244  -0.30
C1 1.90396 -0.51283 -0.38752  -0.38
C2 -3.49825 0.83843 -0.27178  -0.24
C3 -0.31719 -1.11216 0.37993  -0.48
C4 2.24965 0.87733 0.08814  -1.03
H1 2.24524 -1.21864 0.38066  0.31
H2 1.90284 1.64367 -0.61516  0.28
H3 -0.24885 -0.41375 1.17915  0.32
H4 3.33266 0.94935 0.13725  0.36
H5 -3.76350 1.92902 -0.27496  0.22
H6 1.92814 1.07584 1.11166  0.30
H7 -4.32283 0.14473 -0.42745  0.23
H8 2.44536 -0.75683 -1.26680  0.35
H9 -0.06488 -2.11985 0.78149  0.33

***

It is a that is most stable; the runner-up trails by 170.0 kJ/mol.

***

a.
Density functional theory data (ωB97M-V/def2-TZVPD) for C4H9NOS in the gas phase.

HOMO = -8.7 eV
SMILES = NC(=O)CCCS
Net charge = 0
LUMO level = 0.7 eV

Each line ends with the Mulliken charge.
Cartesian coordinates (Å):
S1 0.21026 -0.95380 -2.64134  -0.15
O1 1.72526 0.77261 -0.20236  -0.62
N1 0.83340 1.54872 1.73205  -0.47
C1 -0.78713 0.83098 0.06028  -0.62
C2 -0.94258 -0.87321 0.20310  -0.52
C3 0.69203 1.00023 0.44017  0.46
C4 0.14538 -1.51913 -0.88737  -0.65
H1 -0.90431 0.99253 -1.05180  0.34
H2 -1.80926 1.11176 0.48536  0.29
H3 -0.06379 -2.69919 -0.96546  0.32
H4 -1.84589 -1.16398 -0.33995  0.37
H5 1.15080 -1.09616 -0.55406  0.35
H6 1.78714 1.85677 2.17867  0.26
H7 0.56626 0.22017 -2.22001  0.08
H8 -0.87212 -1.23384 1.27262  0.30
H9 0.11456 1.20553 2.49011  0.25

***

b.
Density functional theory data (ωB97M-V/def2-TZVPD) for C4H9NOS in the gas phase.

HOMO = -9.2 eV
SMILES = C[C@@H](CS)NC=O
Net charge = 0
LUMO level = 0.1 eV

Each line ends with the Mulliken charge.
Cartesian coordinates (Å):
S1 -2.42923 1.16906 -0.63920  -0.36
O1 2.59483 0.89825 -0.89441  -0.53
N1 1.20254 0.23379 0.75938  -0.22
C1 -1.28282 0.39255 0.70371  -0.67
C2 2.42348 0.40291 0.19601  -0.01
C3 -0.00869 0.11440 -0.08227  0.16
C4 -0.04170 -1.27849 -0.70101  -1.33
H1 -1.85639 -0.48863 0.97605  0.38
H2 3.28585 0.12225 0.82799  0.35
H3 -0.99599 -1.35630 -1.22716  0.33
H4 -0.01511 -2.07741 0.05390  0.35
H5 -1.12247 1.16922 1.44125  0.39
H6 0.06854 0.89252 -0.84021  0.37
H7 0.81411 -1.51876 -1.32332  0.39
H8 -3.72730 1.47317 -0.93504  0.16
H9 1.09035 -0.14852 1.68433  0.26

***

It is b that is most stable; the runner-up trails by 54.4 kJ/mol.